C44H132O44 | ωB97M-V with the def2-TZVPD basis set

Properties
Charge ... 0
ΔE to the lowest compared entry with this formula, charge and spin ... 1009.4 kJ/mol
HOMO ... -9.26 eV
Molar mass ... 1365.5 g/mol
Strongest force on any atom ... 5.47 eV/Å

The geometry in XYZ format:
```
220
Properties=species:S:1:pos:R:3:lowdin_charge:R:1
O 3.757 3.820 -3.868 -0.0550
O 5.499 -1.501 -2.023 -0.0705
O 2.927 4.181 1.714 -0.0470
O -0.209 1.858 -7.985 -0.0633
O 2.313 2.486 -6.013 -0.0578
O 1.667 3.256 -1.061 -0.0530
O 3.357 -4.298 3.263 -0.0655
O 2.336 -0.710 -5.769 -0.0707
O -5.429 -7.257 -3.631 -0.0519
O -3.380 -3.401 3.353 -0.0994
O -2.260 -5.160 1.519 -0.0583
O -7.033 -2.603 -0.453 -0.0719
O -3.710 5.901 0.950 -0.0738
O 0.409 2.537 5.457 -0.0786
O 3.822 2.966 7.237 -0.0739
O -2.708 -2.926 -2.980 -0.0695
O -6.391 2.347 -1.557 -0.0836
O -3.335 -8.037 5.668 -0.0565
O 5.311 -6.645 -0.323 -0.0716
O -3.313 -5.805 -3.399 -0.0326
O 3.808 0.512 -0.320 -0.0817
O 3.213 2.606 4.130 -0.1216
O -7.820 0.151 -2.141 -0.0799
O -2.113 -0.667 0.804 -0.0825
O 5.357 -4.660 -2.479 -0.0806
O 6.907 3.558 0.337 -0.0416
O -1.941 3.153 4.514 -0.0610
O -4.314 3.365 2.765 -0.0543
O -0.525 0.178 -5.480 -0.0600
O -2.788 5.187 -1.777 -0.0740
O -4.758 -0.934 -4.405 -0.0738
O 6.204 -1.541 0.823 -0.0606
O -2.103 8.568 -3.158 -0.0372
O -1.716 -5.690 4.245 -0.0746
O 4.488 -2.952 5.420 -0.0798
O 0.830 -0.770 -0.046 -0.0595
O -0.963 -2.778 4.674 -0.0511
O -5.994 -3.168 2.258 -0.0651
O -0.375 -3.185 0.682 -0.0890
O 2.219 0.531 -3.059 -0.0740
O 6.902 -3.033 -4.335 -0.0824
O -1.709 8.092 0.534 -0.0460
O 1.630 0.535 3.531 -0.0929
O 5.605 5.969 -0.123 -0.0466
C 0.517 1.121 5.560 -0.1807
C -1.517 0.114 -0.271 -0.1800
C 6.392 -0.836 -2.905 -0.2095
C 4.531 -5.406 -0.326 -0.2094
C 4.768 2.799 6.156 -0.1901
C 7.379 -1.859 -3.569 -0.1717
C -4.109 -0.800 -3.066 -0.1793
C -3.003 6.458 -2.343 -0.2335
C -5.431 -6.232 -2.720 -0.2477
C -2.002 -7.738 5.721 -0.2685
C 2.675 -3.196 3.895 -0.1981
C -3.228 2.452 2.540 -0.2145
C 4.378 2.976 -4.782 -0.2551
C 5.556 4.983 -1.010 -0.2996
C 4.159 -4.750 -1.677 -0.2182
C -1.666 -6.234 5.547 -0.2326
C -6.539 -1.625 0.530 -0.2010
C -0.025 0.366 -0.058 -0.2025
C -8.292 1.348 -2.752 -0.2121
C 2.335 -0.860 -3.312 -0.2114
C -3.083 -2.057 3.678 -0.2018
C 5.464 -0.494 1.402 -0.1969
C -1.428 -5.243 0.386 -0.2282
C -3.353 6.952 1.837 -0.2193
C 0.439 0.391 4.151 -0.2277
C -1.940 3.017 3.095 -0.1959
C 3.683 2.748 -6.093 -0.2458
C -7.006 2.222 -2.917 -0.1732
C -2.224 -2.206 4.894 -0.2420
C -2.961 8.254 1.153 -0.2496
C -1.193 0.025 -6.682 -0.2404
C 4.231 1.838 4.965 -0.0904
C -0.024 -4.569 0.477 -0.1817
C 3.656 -2.180 4.561 -0.2134
C 5.809 3.542 -0.459 -0.2613
C -1.436 1.349 -7.545 -0.2279
C -1.728 7.336 -2.704 -0.2734
C 3.126 -1.116 -4.631 -0.1736
C -3.841 -2.173 -2.405 -0.1937
C 1.354 4.143 -0.110 -0.2517
C -3.994 -5.992 -2.285 -0.3128
C 1.775 3.561 1.309 -0.2433
C -6.841 -2.056 1.979 -0.2139
C 4.022 -0.150 0.917 -0.1890
H -1.703 -0.188 -1.301 0.1068
H 5.047 1.551 4.302 0.1146
H -5.107 -0.100 -4.728 0.0563
H -3.206 -0.190 -3.092 0.1004
H 0.197 0.810 0.913 0.1070
H 2.849 3.529 -3.750 0.0792
H -3.476 -6.780 -1.739 0.1242
H -3.852 -5.149 -1.609 0.1064
H 1.386 0.796 6.133 0.1129
H 1.677 2.478 1.232 0.0951
H 1.057 3.786 2.098 0.1035
H 1.720 -0.412 -0.042 0.0441
H -0.312 0.767 6.172 0.1040
H -3.560 6.332 -3.271 0.1156
H 4.156 -4.424 3.781 0.0666
H 6.327 5.403 -1.657 0.1195
H -1.617 -1.484 0.895 0.0385
H -6.323 -3.736 1.558 0.0903
H 4.121 -1.415 3.939 0.0857
H -2.089 9.144 -2.391 0.0801
H -1.792 -4.538 -0.362 0.0960
H -1.017 -3.557 4.116 0.0640
H 1.304 -1.213 -3.311 0.1206
H -4.018 -1.508 3.782 0.1197
H 5.925 -0.259 -3.703 0.0938
H -7.851 -2.291 -0.847 0.0735
H -2.056 1.061 -0.281 0.1089
H -1.447 -6.301 0.125 0.1254
H -2.578 6.659 2.545 0.1201
H 7.091 -1.516 1.188 0.1008
H 2.110 0.217 -5.659 0.0392
H 0.336 -2.633 0.348 0.0489
H -3.287 5.264 -0.960 0.0359
H -2.780 -2.622 5.733 0.1273
H -3.682 -2.100 -1.329 0.0971
H -3.667 5.095 1.469 0.0501
H 7.605 -3.686 -4.350 0.0836
H 6.616 4.154 1.032 0.0856
H 0.086 -0.540 -5.301 0.0642
H 3.481 -5.364 -2.270 0.1078
H -7.221 3.151 -3.445 0.1120
H 5.053 3.776 5.766 0.1166
H -3.518 6.975 -1.534 0.0947
H 1.993 -3.653 4.611 0.1125
H -3.117 2.212 1.482 0.1160
H 6.033 -1.415 -1.231 0.0493
H -3.728 -7.834 4.816 0.0924
H -5.835 -5.333 -3.187 0.1287
H -5.039 2.961 2.283 0.0926
H 2.620 2.922 4.816 0.0643
H 5.382 -0.795 2.446 0.0943
H -6.900 0.381 -1.997 0.0356
H 3.224 -0.893 0.922 0.1099
H -2.065 1.087 -8.396 0.1088
H -1.660 -7.950 6.734 0.1166
H 0.533 -4.649 -0.457 0.1153
H 5.234 -3.931 -3.091 0.0424
H -0.770 -0.734 -7.340 0.1214
H -8.839 1.073 -3.654 0.1144
H 1.787 5.122 -0.315 0.1163
H -0.667 -6.053 5.943 0.1078
H 2.211 1.221 3.867 0.0120
H 3.732 0.977 5.411 0.0962
H 0.398 1.678 -7.263 0.0466
H 4.280 2.055 -4.208 0.0987
H 3.709 -5.568 0.370 0.1052
H 5.449 3.113 -4.933 0.1291
H -2.041 2.104 -7.043 0.1044
H 3.098 3.970 2.635 0.0552
H 2.024 -2.590 3.264 0.1053
H 3.275 -2.182 -4.803 0.1227
H -7.919 -2.218 2.012 0.1203
H -1.999 4.058 2.778 0.1102
H -6.919 -0.632 0.294 0.1052
H -2.900 9.106 1.830 0.1190
H -1.012 2.587 2.720 0.1080
H -7.074 2.868 -1.129 0.0767
H -6.074 -6.598 -1.920 0.1230
H -1.522 -8.406 5.007 0.1204
H 0.298 4.400 -0.198 0.1138
H -2.717 -1.695 2.718 0.1008
H -2.786 3.362 4.917 0.1151
H 2.583 2.995 -0.938 0.0788
H -1.968 -1.193 5.204 0.1044
H 6.915 -0.089 -2.307 0.1224
H 3.514 -3.891 -1.494 0.1048
H 5.910 -6.507 -1.060 0.0601
H 8.006 -1.397 -4.331 0.1071
H -2.142 -5.594 6.290 0.1181
H 3.627 0.606 1.596 0.1100
H -1.334 6.679 -3.480 0.1182
H -4.794 -2.699 -2.478 0.1045
H -1.606 8.877 -0.009 0.0793
H 1.602 0.785 -2.369 0.0549
H 4.076 1.827 -6.524 0.1201
H -4.270 7.049 2.417 0.1216
H -6.296 -7.310 -4.041 0.1068
H 4.653 5.028 -1.618 0.1035
H 1.866 3.274 -6.331 0.0991
H 5.624 2.279 6.586 0.1060
H 5.077 -4.672 0.266 0.1015
H -3.364 1.498 3.049 0.1217
H -2.270 -4.220 1.713 0.0457
H 4.310 0.122 -1.039 0.0585
H 0.233 -0.679 4.184 0.1040
H 3.834 3.498 -6.870 0.1258
H -0.178 0.957 3.454 0.0890
H -5.459 -1.509 0.439 0.1081
H 2.878 -1.264 -2.458 0.0904
H -2.731 -3.841 -2.691 0.0233
H 4.869 3.150 -0.072 0.0975
H 3.916 3.856 7.585 0.0825
H 4.756 -2.514 6.232 0.0861
H 3.109 -1.651 5.341 0.1076
H -4.239 -3.415 2.924 0.0542
H 0.176 1.069 -0.867 0.1069
H -3.764 -6.381 -4.021 0.0894
H 6.260 2.939 -1.247 0.1197
H 5.299 6.770 -0.554 0.1059
H -0.410 2.861 5.077 0.0163
H 0.633 -5.093 1.171 0.1138
H 4.116 -0.670 -4.542 0.0887
H -4.689 -0.173 -2.389 0.0911
H -9.083 1.905 -2.248 0.1096
H -3.799 8.550 0.521 0.1174
H -6.563 -1.280 2.692 0.1164
H 6.041 0.425 1.299 0.1220
H -1.060 7.423 -1.847 0.1052
H -2.135 -0.451 -6.412 0.1036
H -6.210 1.881 -3.580 0.1065
H -2.382 -5.022 4.064 0.0364
H 8.123 -2.115 -2.815 0.1092
```